This record from the Open Molecules 2025 dataset describes C24H20N4RuS4 as an isolated structure at a distorted geometry. The level of theory is wB97M-V/def2-TZVPD.

Each line ends with the natural charge from an NBO analysis.
Atoms and positions in Å:
Ru 0.204 -0.422 0.019  0.634
C -2.468 1.414 0.272  -0.417
N -1.463 1.256 -0.782  -0.504
C -0.699 2.481 -1.031  -0.233
C 0.241 2.826 0.130  -0.223
N 1.232 1.780 0.419  -0.485
C 1.625 1.823 1.832  -0.418
C 2.384 1.893 -0.450  0.105
C 3.389 2.822 -0.212  -0.178
C 4.489 2.909 -1.048  -0.215
C 4.593 2.084 -2.154  -0.195
C 3.598 1.167 -2.416  -0.198
C 2.498 1.056 -1.567  -0.208
S 1.288 -0.134 -1.988  0.128
C -2.135 0.732 -1.948  0.211
C -2.771 1.566 -2.855  -0.252
C -3.502 1.050 -3.912  -0.215
C -3.603 -0.323 -4.077  -0.201
C -2.974 -1.171 -3.190  -0.196
C -2.252 -0.660 -2.109  -0.238
S -1.597 -1.786 -0.959  -0.013
H -3.143 2.255 0.069  0.188
H -1.988 1.556 1.238  0.204
H -3.061 0.500 0.317  0.238
H -1.363 3.348 -1.166  0.195
H -0.118 2.344 -1.948  0.230
H -0.360 2.989 1.026  0.211
H 0.747 3.768 -0.115  0.209
H 1.908 2.834 2.151  0.181
H 2.466 1.148 1.984  0.230
H 0.787 1.490 2.447  0.229
H 3.329 3.488 0.636  0.212
H 5.263 3.630 -0.833  0.220
H 5.455 2.148 -2.800  0.223
H 3.661 0.511 -3.270  0.230
H -2.726 2.636 -2.711  0.210
H -3.999 1.720 -4.597  0.217
H -4.178 -0.731 -4.894  0.219
H -3.030 -2.242 -3.315  0.227
S -0.721 -0.649 2.179  -0.053
C -0.308 -2.286 2.567  -0.182
C -1.029 -2.928 3.567  -0.167
C -0.775 -4.255 3.881  -0.087
C -1.514 -4.896 4.901  0.253
N -2.118 -5.400 5.736  -0.277
C 0.234 -4.956 3.181  -0.160
C 0.989 -4.299 2.220  -0.160
C 0.732 -2.965 1.900  -0.189
S 1.732 -2.169 0.727  -0.011
C 0.457 -6.322 3.471  0.276
N 0.623 -7.431 3.707  -0.282
H -1.807 -2.380 4.078  0.236
H 1.776 -4.823 1.694  0.240

As for the strongest force on any atom: 1.08 eV/Å. The spin multiplicity is 5. The calculation puts the molecular weight at 593.8 g mol⁻¹. Its LUMO energy (spin up / spin down) is -0.99 / -2.47 eV. The calculation puts the orbital gap (spin up / spin down) at 6.4 / 5.3 eV. The calculation puts the HOMO energy (spin up / spin down) at -7.4 / -7.8 eV.